Entry 1:
Here is CH2N2O3 in the gas phase at a distorted geometry from the Open Molecules 2025 dataset. Energies are from ωB97M-V/def2-TZVPD.

Structure (ORCA input):
```
! wB97M-V def2-TZVPD RIJCOSX def2/J DEFGRID3
* xyz 0 1
N -0.488 1.151 0.236
O -0.077 -1.604 -0.115
O 2.000 -1.001 -0.608
N 0.649 0.635 0.147
C 0.892 -0.718 -0.270
H -0.921 -1.198 0.184
O -1.570 0.544 0.252
H -0.486 2.190 0.174
*
```

Results
* LUMO energy: -1.05 eV
* HOMO-LUMO gap: 10.157 eV
* relative energy (zero: lowest compared OMol25 entry of this formula, charge and spin): 0.7004 eV
* HOMO level: -11.21 eV
* electronic energy: -374.453389 Eh

---

Entry 2:
Here is C39H65Br2F14N4O4SSi2 as an isolated structure from the Open Molecules 2025 dataset. Energies are from ωB97M-V/def2-TZVPD.

Structure (ORCA input):
```
! wB97M-V def2-TZVPD RIJCOSX def2/J DEFGRID3
* xyz 0 4
C -3.161 4.309 2.237
H -3.167 -4.554 3.868
S -0.346 0.472 -0.182
C -2.496 3.987 -0.109
H 0.487 6.811 1.555
H -3.529 4.220 -0.373
H -1.860 4.266 -0.945
F 3.848 -0.835 1.017
H 4.032 -4.722 -0.963
Si 2.116 -0.802 -3.018
C 8.937 -0.662 -1.024
C -7.752 -0.430 -3.512
F 8.561 1.627 -1.274
H -7.052 -0.938 -4.176
F 11.033 -2.505 -0.464
Si 4.531 -1.633 -1.414
F 7.780 0.303 -2.813
F 6.029 -1.381 2.100
C -1.684 -2.348 2.929
C -6.341 -0.800 -1.525
H -5.856 -0.377 -0.650
N -0.603 -4.959 2.398
C -6.283 2.443 -3.621
H 1.480 3.548 2.789
H -1.629 6.473 0.026
H -2.078 -6.523 0.812
C 5.592 -2.389 1.352
H -8.409 -1.181 -3.070
O 0.201 -5.127 1.418
H 6.483 1.435 -0.351
H 0.108 -2.128 4.135
C -2.270 -5.457 0.683
C 4.348 -2.002 0.499
H -2.942 3.306 2.605
H -1.660 5.093 4.201
O 2.940 -1.417 -1.738
H -6.823 3.080 -5.596
H 4.163 -3.483 -2.988
C -2.028 -4.701 1.985
H 1.903 -3.995 4.466
C -7.945 1.129 -1.527
C -3.034 -5.218 3.020
H -5.247 4.143 -4.397
H 1.888 5.090 3.562
H -4.549 3.533 -2.885
C -2.179 6.246 0.945
F 8.931 -0.723 0.314
H -4.149 4.292 1.777
C 7.941 0.435 -1.479
F 5.373 -3.433 2.138
C 5.365 0.032 -1.577
H -8.374 0.228 -4.109
C -5.001 3.243 -3.829
C -8.434 2.387 -2.238
H 6.876 -3.922 -1.686
F 10.430 0.109 -2.708
F 11.023 0.351 -0.627
C -0.058 5.070 2.682
O 0.033 4.168 0.532
C -0.235 -2.695 3.265
H -4.006 -5.316 2.536
H 0.402 -2.405 2.423
C -7.000 0.276 -2.382
H -3.315 -5.321 0.398
H 0.249 7.106 3.273
H -1.743 -1.293 2.657
H 5.179 -6.052 -1.030
H -2.208 6.964 2.990
H 3.034 -0.318 -4.060
F 8.481 -1.844 -1.489
C 5.089 -3.073 -2.566
H -7.114 -1.500 -1.200
C -0.661 4.706 4.041
C 1.402 4.632 2.698
H -1.634 -2.916 0.859
H -4.269 2.664 -4.392
H -3.220 6.534 0.776
F 10.858 -2.502 -2.636
C 11.225 -1.778 -1.575
C -0.157 6.576 2.408
C -1.579 7.044 2.100
Br 6.313 -5.529 -3.459
C -7.258 3.224 -2.733
H -7.415 1.418 -0.615
H -8.787 0.501 -1.225
H -1.651 -4.294 5.021
C 1.478 -4.496 3.595
H -7.939 1.888 -4.970
C 10.409 -0.460 -1.494
H -1.562 8.102 1.835
H -0.556 -5.678 5.020
N -0.733 4.350 1.543
C 0.518 0.507 -1.474
F 3.406 -2.955 0.699
F 12.527 -1.489 -1.675
H 1.647 -5.569 3.691
H -9.097 2.126 -3.068
H -3.216 4.985 3.084
H -5.593 -1.347 -2.098
H -7.609 4.091 -3.300
H -2.326 -2.472 3.806
H 1.992 -4.149 2.703
H -0.040 -4.123 5.684
N -5.908 1.172 -2.902
H -9.034 2.982 -1.547
H 1.194 -1.834 -3.515
C -2.188 -3.193 1.761
H 4.548 0.707 -1.282
F 6.593 -2.733 0.495
C -2.140 4.730 1.169
H -1.635 -5.092 -0.118
C -0.619 -4.597 4.889
O -4.929 1.311 -2.093
H 5.479 -4.717 0.075
H 1.925 4.935 1.796
Br 5.953 -2.213 -4.084
H -6.705 3.607 -1.869
C 6.599 0.415 -0.731
C 5.886 -4.241 -2.018
H -3.244 -2.988 1.561
H -6.337 1.384 -5.519
C -0.014 -4.185 3.545
N 1.196 0.565 -2.458
C -6.891 2.168 -5.001
H -0.024 5.125 4.821
H 5.554 0.232 -2.635
C 5.099 -4.969 -0.920
H -2.738 -6.200 3.390
H 6.705 -0.210 0.153
H -2.415 2.908 0.029
H -0.686 3.623 4.167
*
```

Results
* LUMO energy (alpha / beta): 0.49 / 0.45 eV
* HOMO-LUMO gap (alpha / beta): 8.334 / 9.597 eV
* HOMO level (alpha / beta): -7.85 / -9.14 eV
* electronic energy: -9568.371125 Eh

---

Entry 3:
Here is an isolated ion of composition C5H10NO and charge +1 at a distorted geometry from the Open Molecules 2025 dataset. Energies are from ωB97M-V/def2-TZVPD.

Structure (ORCA input):
```
! wB97M-V def2-TZVPD RIJCOSX def2/J DEFGRID3
* xyz 1 1
H -0.138 0.886 3.575
H -0.913 -0.135 -3.605
O 0.268 2.005 2.013
H 0.216 -1.352 -2.066
H -0.697 -0.790 2.069
H 1.911 -0.408 0.508
N -0.950 0.347 -2.679
H -1.988 0.259 -2.486
H 0.938 -1.121 2.619
C 0.167 0.138 -0.510
C 0.854 -0.684 0.525
H -0.127 1.168 -0.218
C 0.241 0.925 2.542
H 0.791 -1.744 0.250
C 0.339 -0.453 1.946
C -0.190 -0.409 -1.665
H -0.722 1.366 -2.819
*
```

Results
* LUMO energy: -3.86 eV
* HOMO-LUMO gap: 9.191 eV
* relative energy (zero: lowest compared OMol25 entry of this formula, charge and spin): 1.9293 eV
* SMILES: [NH3+]/C=C/CCC=O
* HOMO level: -13.05 eV
* electronic energy: -326.210907 Eh

---

Entry 4:
Here is C28H24N2Na as an isolated structure at a distorted geometry from the Open Molecules 2025 dataset. Energies are from ωB97M-V/def2-TZVPD.

Structure (ORCA input):
```
! wB97M-V def2-TZVPD RIJCOSX def2/J DEFGRID3
* xyz 1 1
H -0.037 1.514 2.332
H -1.474 0.545 -1.371
C 0.653 -1.316 3.125
C -0.467 -0.593 2.781
C 1.572 -2.052 -0.148
C 0.703 0.406 0.568
C -2.705 -0.171 2.670
H 1.614 -0.995 2.781
C 0.722 3.677 1.073
C 0.546 -2.510 3.850
C -1.332 -0.490 -1.677
H 2.050 -4.333 -2.239
C -0.565 0.609 1.884
C 0.306 5.011 0.967
H -2.522 -2.812 -3.917
H 0.025 5.576 1.856
C 1.571 -4.373 -1.231
C 1.107 1.446 -1.808
C -1.905 -2.421 -3.105
C -0.707 -3.055 4.174
C 0.244 5.641 -0.277
H 2.511 -2.226 0.408
H -0.681 -4.208 -2.834
H 2.367 -4.664 -0.516
H -0.145 6.649 -0.362
H 1.005 4.114 -3.893
C 1.286 3.071 -3.740
C -1.880 -2.378 3.816
C 0.733 -0.940 -0.177
H -2.565 1.595 1.337
H 0.928 3.263 2.044
C -0.318 -1.256 -1.107
C 0.960 3.627 -1.310
H 1.253 0.611 -2.491
N 1.104 2.703 -2.342
C -0.906 -3.195 -2.512
C 0.936 1.521 -0.402
H 2.329 2.957 -4.056
H -2.924 -0.493 -3.139
C -0.159 -2.585 -1.523
H -3.795 -0.303 2.777
H 1.445 -2.981 4.254
C 0.906 2.922 -0.078
C 0.691 4.972 -1.427
H 0.667 2.423 -4.380
H -0.771 -4.003 4.711
N 0.958 -3.096 -0.864
H 1.512 0.429 1.325
C -2.062 0.743 1.823
C -1.729 -1.158 3.106
H 0.804 -5.177 -1.247
H 0.766 5.450 -2.401
C -2.119 -1.092 -2.674
Na 0.377 -3.915 1.418
H -2.884 -2.686 4.169
*
```

Results
* LUMO energy: -3.53 eV
* HOMO-LUMO gap: 6.209 eV
* HOMO level: -9.74 eV
* electronic energy: -1352.955598 Eh

---

Entry 5:
Here is a 2-piece molecular cluster, C4H9N2O overall at a distorted geometry from the Open Molecules 2025 dataset. Energies are from ωB97M-V/def2-TZVPD.

Structure (ORCA input):
```
! wB97M-V def2-TZVPD RIJCOSX def2/J DEFGRID3
* xyz 1 1
H 0.289 -0.944 -1.495
N -1.746 -1.609 1.054
C -1.196 -1.915 -0.219
C -0.908 -0.602 1.617
H 2.004 0.501 0.094
N -0.160 -1.014 -0.472
O 0.646 3.149 -3.038
H 0.829 1.563 1.137
H 1.887 0.250 1.986
C 1.328 0.581 0.931
H 1.466 3.060 -2.508
H 0.199 2.247 -3.071
H -1.467 -2.906 -0.798
H -0.749 -0.153 2.597
C 0.146 -0.317 0.688
H -2.568 -1.890 1.498
*
```

Results
* LUMO energy: -4.18 eV
* HOMO-LUMO gap: 9.697 eV
* relative energy (zero: lowest compared OMol25 entry of this formula, charge and spin): 2.5925 eV
* HOMO level: -13.88 eV
* electronic energy: -342.261997 Eh

---

Entry 6:
Here is C3H6ClF as an isolated structure at a distorted geometry from the Open Molecules 2025 dataset. Energies are from ωB97M-V/def2-TZVPD.

Structure (ORCA input):
```
! wB97M-V def2-TZVPD RIJCOSX def2/J DEFGRID3
* xyz 0 1
C 0.911 -0.644 0.824
Cl 1.415 1.448 -0.598
H -1.214 0.908 -1.875
H 1.997 -1.024 0.480
F -0.597 1.065 1.065
C -1.043 -0.051 -0.988
H 0.340 -1.621 1.217
H 1.016 0.574 1.630
H -0.600 -0.987 -1.412
H -2.256 -0.125 -0.417
C 0.032 0.458 0.074
*
```

Results
* LUMO energy: 0.77 eV
* HOMO-LUMO gap: 11.245 eV
* relative energy (zero: lowest compared OMol25 entry of this formula, charge and spin): 4.1785 eV
* HOMO level: -10.48 eV
* electronic energy: -677.803631 Eh